No. 1
{"formula": "C27H32ClCrN3O5S", "method": "the ωB97M-V functional and the def2-TZVPD basis", "total_charge": -1, "homo_energy_ha": [-0.1553, -0.1767], "energy_ha": -3491.3579, "multiplicity": 4, "lumo_ev": [2.57, 2.56], "s_squared": 3.828, "e_above_lowest_kcal_mol": 67.0, "orbital_gap_ev": [6.8, 7.4], "symbols": ["Cr", "Cl", "N", "N", "C", "C", "C", "C", "C", "C", "H", "H", "H", "H", "H", "H", "C", "C", "C", "C", "H", "H", "H", "H", "H", "H", "O", "H", "H", "O", "H", "H", "C", "C", "C", "H", "H", "C", "C", "H", "C", "C", "C", "C", "H", "C", "H", "H", "H", "H", "H", "H", "H", "H", "O", "S", "O", "N", "C", "O", "C", "C", "C", "C", "C", "C", "H", "H", "H", "H"], "positions_angstrom": [[-0.5586, -0.1864, -0.5515], [-2.3634, -1.5870, -0.2767], [0.5401, -1.7475, -0.9439], [-1.4888, 1.2884, 0.4649], [1.2190, -1.8427, -2.0629], [-2.2020, 2.0810, -0.3036], [0.7667, -3.0784, -0.1921], [2.0591, -3.5522, -0.8538], [-0.3229, -4.1121, -0.5763], [0.8260, -2.8528, 1.3321], [-0.2120, -4.3762, -1.6575], [-1.3293, -3.6797, -0.3992], [-0.1933, -5.0239, 0.0502], [1.4750, -1.9792, 1.5792], [1.2358, -3.7709, 1.8091], [-0.2007, -2.6997, 1.7452], [-2.1058, 1.3095, 1.8725], [-3.2196, 2.3685, 1.7087], [-1.0659, 1.7794, 2.9165], [-2.7568, -0.0188, 2.3162], [-3.3921, -0.4252, 1.4999], [-3.3739, 0.1827, 3.2248], [-2.0357, -0.8169, 2.5944], [-0.7005, 2.7842, 2.5912], [-0.2189, 1.0617, 3.0298], [-1.5626, 1.8524, 3.9136], [-3.2779, 2.6437, 0.2365], [-2.9604, 3.3331, 2.2022], [-4.2225, 2.0087, 2.0139], [2.0628, -2.8594, -2.1472], [2.1555, -4.6264, -1.0774], [2.9362, -3.2396, -0.2817], [1.0906, -0.9019, -3.2035], [-2.0288, 2.3391, -1.7642], [-2.0210, 1.0256, -2.4182], [-1.0452, 2.7983, -1.9114], [-2.8211, 2.9737, -2.1462], [-0.9274, 0.1730, -2.2198], [-0.3479, -0.6269, -3.2141], [0.5848, 0.6448, -0.4331], [-1.2477, -1.0979, -4.1562], [-2.5050, -0.4986, -4.1975], [-0.8201, -2.1730, -5.0722], [-2.9023, 0.5822, -3.4083], [-3.1137, -0.7341, -5.0824], [-4.1741, 1.3086, -3.6203], [-4.7292, 0.7757, -4.3869], [-3.9285, 2.2908, -4.0542], [-4.8221, 1.4415, -2.7401], [0.0515, -1.7933, -5.6278], [-1.6335, -2.3026, -5.7806], [-0.5784, -3.1529, -4.6296], [1.4852, -1.2899, -4.1400], [1.6169, 0.0055, -2.9101], [3.8952, -0.8572, 4.9817], [2.8676, 0.0524, 4.5840], [1.9881, 0.6280, 5.5996], [2.0721, -0.2970, 3.1504], [2.3991, 0.4564, 2.0880], [2.0628, 0.1990, 0.9088], [3.3048, 1.5695, 2.4328], [3.7798, 2.6306, 1.6507], [4.6525, 3.5135, 2.2806], [5.0409, 3.3141, 3.6208], [4.5354, 2.2618, 4.3953], [3.6399, 1.4158, 3.7669], [3.4603, 2.7769, 0.5924], [5.0661, 4.3554, 1.7479], [5.7637, 3.9655, 4.1100], [4.7759, 2.0095, 5.4295]], "nbo_charge": [0.826, -0.653, -0.536, -0.546, 0.659, 0.658, 0.098, -0.083, -0.637, -0.636, 0.193, 0.268, 0.201, 0.280, 0.201, 0.225, 0.076, -0.082, -0.613, -0.635, 0.256, 0.196, 0.232, 0.204, 0.260, 0.208, -0.490, 0.190, 0.201, -0.487, 0.194, 0.196, -0.510, -0.485, -0.090, 0.249, 0.238, -0.158, 0.006, -0.120, -0.044, -0.207, -0.630, -0.015, 0.180, -0.632, 0.210, 0.202, 0.219, 0.203, 0.209, 0.218, 0.235, 0.264, -0.941, 2.289, -0.950, -0.928, 0.596, -0.683, -0.056, -0.194, -0.230, -0.218, -0.201, -0.313, 0.233, 0.204, 0.202, 0.225]}

No. 2
{"formula": "C27H32ClMnN6O2P", "method": "the ωB97M-V functional and the def2-TZVPD basis", "total_charge": 4, "homo_energy_ha": [-0.7076, -0.7076], "energy_ha": -3478.3145, "multiplicity": 4, "lumo_ev": [-11.20, -11.54], "s_squared": 3.767, "orbital_gap_ev": [8.1, 7.7], "symbols": ["Mn", "N", "C", "C", "C", "C", "N", "C", "N", "N", "C", "O", "O", "H", "H", "H", "H", "H", "H", "H", "H", "H", "H", "H", "H", "H", "H", "Cl", "C", "C", "C", "C", "C", "C", "P", "C", "C", "C", "C", "C", "C", "C", "C", "C", "C", "C", "C", "H", "H", "H", "H", "H", "H", "H", "H", "H", "H", "H", "H", "H", "H", "N", "C", "C", "C", "N", "H", "H", "H", "H"], "positions_angstrom": [[-0.2652, 1.2216, -0.0948], [1.5816, 0.5494, 0.6851], [1.5018, -0.8531, 1.1836], [2.8898, -1.5145, 1.2441], [2.9752, -2.8735, 1.9667], [3.1617, -2.8470, 3.4849], [4.5404, -2.5020, 3.8429], [5.0063, -2.4808, 5.1005], [6.2806, -2.1948, 5.3319], [4.1864, -2.7025, 6.1243], [0.5561, -1.6199, 0.2659], [0.7611, -2.6727, -0.2261], [-0.6289, -0.8891, -0.0173], [2.2679, 0.5824, -0.0695], [1.9804, 1.1327, 1.4158], [1.0300, -0.8353, 2.1720], [3.5748, -0.8027, 1.7134], [3.2193, -1.6592, 0.2123], [3.8160, -3.4247, 1.5399], [2.0926, -3.4681, 1.7344], [2.9249, -3.8484, 3.8543], [2.4834, -2.1337, 3.9646], [5.2246, -2.5251, 3.1030], [6.9451, -1.9971, 4.6022], [6.6472, -2.2125, 6.2708], [3.2780, -3.1148, 5.9996], [4.5460, -2.7131, 7.0664], [-2.0663, 1.5435, -1.1845], [-3.4090, 0.6858, -0.4670], [-4.5233, 1.4157, -0.1129], [-5.6298, 0.7468, 0.4032], [-5.6081, -0.6308, 0.5540], [-4.4773, -1.3550, 0.2003], [-3.3507, -0.7030, -0.3051], [-1.9535, -1.6979, -0.8322], [-1.6300, -1.5309, -2.5667], [-2.7251, -1.2742, -3.4005], [-2.5289, -1.2081, -4.7695], [-1.2571, -1.3936, -5.2989], [-0.1730, -1.6623, -4.4675], [-0.3509, -1.7423, -3.0979], [-2.1007, -3.3444, -0.2068], [-2.0717, -4.4014, -1.1185], [-2.2455, -5.6939, -0.6503], [-2.4355, -5.9211, 0.7064], [-2.4632, -4.8604, 1.6113], [-2.3011, -3.5643, 1.1622], [-4.5396, 2.4897, -0.2504], [-6.5119, 1.3120, 0.6743], [-6.4750, -1.1484, 0.9423], [-4.4769, -2.4328, 0.2960], [-3.7175, -1.1357, -2.9865], [-3.3672, -1.0147, -5.4250], [-1.1085, -1.3411, -6.3696], [0.8083, -1.8269, -4.8918], [0.4809, -2.0092, -2.4588], [-1.9153, -4.2223, -2.1752], [-2.2421, -6.5211, -1.3470], [-2.5625, -6.9327, 1.0693], [-2.6340, -5.0495, 2.6626], [-2.3433, -2.7353, 1.8614], [0.3032, 4.2401, 0.5339], [0.8217, 5.2547, -0.1675], [1.2053, 4.7590, -1.4012], [0.8745, 3.4145, -1.3607], [0.3283, 3.0922, -0.1673], [-0.0655, 4.2826, 1.4705], [0.8933, 6.2551, 0.2303], [1.6529, 5.3053, -2.2142], [0.9987, 2.6630, -2.1295]], "nbo_charge": [1.223, -0.854, -0.152, -0.422, -0.415, -0.230, -0.577, 0.682, -0.738, -0.754, 0.806, -0.457, -0.869, 0.413, 0.429, 0.246, 0.230, 0.243, 0.247, 0.245, 0.227, 0.199, 0.420, 0.435, 0.440, 0.427, 0.441, 0.149, -0.054, -0.206, -0.097, -0.166, -0.140, -0.436, 1.898, -0.540, -0.104, -0.198, -0.112, -0.186, -0.185, -0.532, -0.130, -0.183, -0.107, -0.211, -0.133, 0.267, 0.272, 0.272, 0.257, 0.228, 0.263, 0.263, 0.255, 0.226, 0.245, 0.264, 0.261, 0.253, 0.214, -0.297, 0.052, -0.283, -0.026, -0.443, 0.442, 0.281, 0.291, 0.229]}

No. 3
{"formula": "C27H32N5O2PPt", "method": "the ωB97M-V functional and the def2-TZVPD basis", "total_charge": 2, "homo_energy_ha": [-0.4624, -0.5376], "energy_ha": -1932.3980, "multiplicity": 5, "lumo_ev": [-4.97, -8.00], "s_squared": 6.017, "orbital_gap_ev": [7.6, 6.6], "symbols": ["Pt", "N", "C", "C", "O", "O", "H", "H", "H", "H", "N", "P", "C", "C", "C", "C", "C", "C", "C", "C", "C", "C", "C", "C", "C", "C", "C", "C", "C", "C", "H", "H", "H", "H", "H", "H", "H", "H", "H", "H", "H", "H", "H", "H", "H", "C", "C", "N", "C", "N", "C", "C", "C", "N", "C", "H", "H", "H", "H", "H", "H", "H", "H", "H", "H", "H", "H", "H"], "positions_angstrom": [[0.8060, 1.0631, 0.6527], [0.9535, 3.7744, 0.4111], [2.0257, 4.4559, 1.0105], [3.3471, 2.5524, 2.9108], [3.9516, 3.3752, 3.4404], [2.7586, 1.6828, 2.4039], [0.8875, 3.8812, -0.5929], [0.0533, 3.9313, 0.8437], [1.8356, 5.0473, 1.8919], [2.8897, 4.6714, 0.4026], [-1.0151, 1.4675, 0.9480], [-2.1633, 0.2939, 0.7020], [-3.5471, 0.9912, -0.1663], [-4.4238, 0.1361, -0.8353], [-5.5232, 0.6660, -1.4860], [-5.7371, 2.0391, -1.4792], [-4.8593, 2.8884, -0.8184], [-3.7603, 2.3675, -0.1561], [-1.4248, -1.0082, -0.2975], [-1.3029, -2.3182, 0.1588], [-0.6921, -3.2696, -0.6457], [-0.2105, -2.9168, -1.8980], [-0.3443, -1.6126, -2.3616], [-0.9529, -0.6580, -1.5670], [-2.6172, -0.3378, 2.3060], [-3.9527, -0.3493, 2.7018], [-4.2902, -0.8579, 3.9465], [-3.3016, -1.3402, 4.7906], [-1.9658, -1.3164, 4.4013], [-1.6205, -0.8168, 3.1604], [-4.2512, -0.9339, -0.8479], [-6.2116, 0.0114, -2.0016], [-6.5955, 2.4490, -1.9932], [-5.0348, 3.9550, -0.8149], [-3.0819, 3.0214, 0.3761], [-1.6852, -2.5976, 1.1319], [-0.6091, -4.2906, -0.2997], [0.2453, -3.6689, -2.5283], [-0.0002, -1.3490, -3.3530], [-1.0922, 0.3507, -1.9424], [-4.7236, 0.0382, 2.0485], [-5.3252, -0.8711, 4.2579], [-3.5696, -1.7335, 5.7615], [-1.1999, -1.6846, 5.0696], [-0.5780, -0.7925, 2.8582], [4.2151, -0.0834, -3.4823], [2.9645, 0.7666, -3.3806], [2.4367, 0.6686, -2.0209], [2.7226, -0.3155, -1.1478], [2.2660, -0.1842, 0.1115], [2.6129, -1.1918, 1.1245], [3.8929, -1.9184, 0.7631], [3.7392, -2.4662, -0.6391], [3.4359, -1.3668, -1.5541], [3.9014, -1.4637, -2.9402], [5.0204, 0.3647, -2.8974], [4.5466, -0.1498, -4.5166], [2.2081, 0.4302, -4.0954], [3.1782, 1.8145, -3.5852], [1.9458, 1.4586, -1.6413], [1.7880, -1.9086, 1.2120], [2.7151, -0.6758, 2.0784], [4.0785, -2.7256, 1.4697], [4.7419, -1.2329, 0.8040], [2.9339, -3.2080, -0.6804], [4.6517, -2.9439, -0.9895], [3.1318, -1.9518, -3.5477], [4.7817, -2.1035, -2.9466]], "nbo_charge": [1.074, -0.858, -0.225, 1.056, -0.446, -0.603, 0.391, 0.404, 0.197, 0.189, -0.875, 1.724, -0.380, -0.190, -0.196, -0.151, -0.186, -0.198, -0.430, -0.180, -0.200, -0.189, -0.157, -0.213, -0.475, -0.151, -0.193, -0.143, -0.219, -0.117, 0.230, 0.242, 0.242, 0.239, 0.230, 0.244, 0.242, 0.236, 0.222, 0.231, 0.236, 0.243, 0.242, 0.237, 0.202, -0.426, -0.212, -0.577, 0.666, -0.667, -0.235, -0.427, -0.206, -0.386, -0.208, 0.224, 0.255, 0.203, 0.230, 0.404, 0.200, 0.233, 0.251, 0.224, 0.206, 0.232, 0.206, 0.234]}